Entry from OMol25: C4H10N2O2 in the gas phase at a distorted geometry (ωB97M-V/def2-TZVPD).

Last columns: bonded neighbours and bond lengths (Å).
CARTESIAN COORDINATES (ANGSTROEM)
1 H -0.249 -2.318 -0.797  N2 1.011
2 N 0.476 -1.634 -0.964  H1 1.011, H3 1.015, C9 1.410
3 H 0.677 -1.539 -1.954  N2 1.015
4 H -2.156 -1.487 -0.739  N11 1.012
5 H 1.265 1.536 -0.541  C6 1.103
6 C 1.456 0.515 -0.171  H5 1.103, C9 1.576, O13 1.390, O15 1.408
7 C -1.213 1.246 0.972  C10 1.493, H12 1.089, H17 1.092, H18 1.084
8 H 2.683 0.937 1.270  O15 0.966
9 C 0.184 -0.401 -0.343  N2 1.410, C6 1.576, C10 1.324
10 C -0.964 0.010 0.171  C7 1.493, C9 1.324, N11 1.472
11 N -2.150 -0.852 0.049  H4 1.012, C10 1.472, H16 1.011
12 H -1.904 1.016 1.782  C7 1.089
13 O 2.510 0.031 -0.937  C6 1.390, H14 0.969
14 H 2.546 -0.927 -0.794  O13 0.969
15 O 1.801 0.552 1.194  C6 1.408, H8 0.966
16 H -3.011 -0.322 0.046  N11 1.011
17 H -1.661 2.022 0.349  C7 1.092
18 H -0.290 1.614 1.406  C7 1.084

Properties
Gap between HOMO and LUMO ... 8.69 eV
Structure (SMILES) ... C/C(N)=C(/N)C(O)O
E ... -11384.8794 eV

Entry from OMol25: C4H10N2O2 in the gas phase at a distorted geometry (ωB97M-V/def2-TZVPD).

Last columns: bonded neighbours and bond lengths (Å).
CARTESIAN COORDINATES (ANGSTROEM)
1 H 0.483 -2.316 1.164  C4 1.090
2 N -0.605 1.672 1.453  H3 1.007, C6 1.346, H11 1.006
3 H 0.153 1.616 2.114  N2 1.007
4 C -0.358 -1.624 1.116  H1 1.090, H5 1.095, N12 1.466, H13 1.091
5 H -1.131 -2.056 0.471  C4 1.095
6 C -0.822 0.649 0.606  N2 1.346, N12 1.378, O18 1.258
7 H 1.195 -1.450 -0.932  C14 1.096
8 O -0.537 -0.779 -1.745  C14 1.336, H17 1.148
9 C 1.355 0.686 -1.401  H10 1.091, C14 1.519, H15 1.088, H16 1.087
10 H 1.731 0.558 -2.417  C9 1.091
11 H -1.196 2.486 1.418  N2 1.006
12 N 0.141 -0.338 0.620  C4 1.466, C6 1.378, C14 1.713
13 H -0.759 -1.495 2.122  C4 1.091
14 C 0.566 -0.557 -1.025  H7 1.096, O8 1.336, C9 1.519, N12 1.713
15 H 0.717 1.566 -1.382  C9 1.088
16 H 2.193 0.833 -0.724  C9 1.087
17 H -1.348 -0.134 -1.251  O8 1.148
18 O -1.778 0.682 -0.210  C6 1.258

Properties
Gap between HOMO and LUMO ... 10.16 eV
Structure (SMILES) ... C[C@H](O)N(C)C(N)=O
E ... -11385.0238 eV

Question: Which value of E does entry 2 give?
Answer: -11385.0238 eV

Question: What is the formula in the second record?
Answer: C4H10N2O2